No. 1
# C50H40INO2P2PtS

A molecular structure, C50H40INO2P2PtS (ωB97M-V with the def2-TZVPD basis set, the OMol25 dataset).

Summary:
Net charge: +4
E_LUMO in eV: -12.799
Energy above the lowest of the compared OMol25 structures with the same formula, charge and spin in kJ/mol: 0.0
Orbital gap in eV: 5.3

Geometry as XYZ:
```
98
C50H40INO2P2PtS (ωB97M-V with the def2-TZVPD basis set)
Pt -0.2080 -0.0955 1.2793
O -1.4580 -2.6088 0.8929
S -0.4378 -1.9676 0.0893
C -0.8941 -1.7351 -1.5576
C -0.3396 -2.6106 -2.4950
C -0.8738 -2.7670 -3.7756
C -2.0180 -2.0691 -4.0946
C -2.8777 -2.0854 -5.3230
C -4.0280 -1.0917 -5.0248
C -3.7403 -0.5690 -3.6466
C -4.4269 0.3188 -2.8490
C -3.8773 0.6473 -1.6057
C -2.6849 0.0913 -1.1301
P -2.0635 0.8680 0.3334
C -1.7068 2.5935 0.1309
C -2.0366 3.2633 -1.0510
C -1.9239 4.6436 -1.1082
C -1.4426 5.3520 -0.0156
C -1.0489 4.6852 1.1429
C -1.1869 3.3127 1.2209
C -3.1254 0.6293 1.7365
C -3.6097 -0.6707 2.0106
C -4.5424 -0.8624 3.0088
C -5.0114 0.2239 3.7381
C -4.5498 1.5119 3.4752
C -3.6057 1.7245 2.4940
C -2.0138 -0.9058 -1.8940
C -2.5600 -1.1628 -3.1577
C 1.0516 -2.7963 0.1579
C 0.9692 -4.1546 0.4931
C 2.0630 -5.0059 0.3411
C 3.2338 -4.4802 -0.1741
C 4.5477 -5.1263 -0.4953
C 5.4421 -3.9827 -1.0391
C 4.5809 -2.7540 -0.9680
C 4.8299 -1.4358 -1.2837
C 3.8266 -0.4935 -1.0311
C 2.5596 -0.8299 -0.5426
P 1.6133 0.5944 0.0053
C 2.5707 1.3378 1.3161
C 2.7329 0.5970 2.4987
C 3.5495 1.0712 3.5087
C 4.2295 2.2727 3.3423
C 4.1047 2.9939 2.1609
C 3.2766 2.5399 1.1488
C 1.2798 1.6738 -1.3579
C 1.1536 3.0600 -1.1993
C 1.0628 3.8657 -2.3203
C 1.0374 3.3001 -3.5899
C 1.0929 1.9200 -3.7492
C 1.2275 1.1048 -2.6398
C 2.2658 -2.1917 -0.2807
C 3.3122 -3.1030 -0.4720
H 0.5068 -3.2263 -2.2204
H -0.4189 -3.4707 -4.4596
H -3.2447 -3.0956 -5.5149
H -2.2974 -1.8008 -6.2026
H -5.0068 -1.5729 -5.0562
H -4.0658 -0.2739 -5.7464
H -5.3561 0.7757 -3.1625
H -4.4016 1.3778 -0.9978
H -2.4193 2.7197 -1.9048
H -2.2193 5.1704 -2.0061
H -1.3738 6.4314 -0.0634
H -0.6726 5.2449 1.9890
H -0.9375 2.8063 2.1479
H -3.2879 -1.5112 1.4200
H -4.9244 -1.8548 3.2059
H -5.7633 0.0746 4.5030
H -4.9528 2.3513 4.0260
H -3.2927 2.7327 2.2705
H 0.0249 -4.5554 0.8412
H 1.9666 -6.0525 0.5965
H 4.4111 -5.9313 -1.2204
H 4.9681 -5.5944 0.3974
H 5.7654 -4.1657 -2.0653
H 6.3516 -3.8539 -0.4505
H 5.7818 -1.1096 -1.6808
H 4.0638 0.5498 -1.2126
H 2.2624 -0.3741 2.6159
H 3.6864 0.4939 4.4134
H 4.8839 2.6346 4.1248
H 4.6689 3.9067 2.0228
H 3.2225 3.0943 0.2240
H 1.1584 3.5118 -0.2175
H 1.0197 4.9407 -2.2075
H 0.9825 3.9393 -4.4619
H 1.0778 1.4873 -4.7405
H 1.3404 0.0350 -2.7698
N -0.1626 0.8652 5.0826
C -0.1610 -0.3680 4.6159
O -0.0862 -0.6199 3.3771
C -0.2336 -1.5035 5.5785
I -2.2719 -1.8517 6.1009
H -0.1098 1.6595 4.4668
H -0.2461 1.0411 6.0740
H 0.2990 -1.2929 6.5019
H 0.1425 -2.4060 5.1115
```

Results of the Mulliken charge analysis, in e, for atoms 1 through 2: 3.34, -0.74

---

No. 2
# C5H11N

2 unconnected molecules or ions with the total composition C5H11N (ωB97M-V with the def2-TZVPD basis set, the OMol25 dataset).

Summary:
Net charge: 0
E_LUMO in eV: 0.961
Energy above the lowest of the compared OMol25 structures with the same formula, charge and spin in kJ/mol: 375.8
Orbital gap in eV: 7.9

Geometry as XYZ:
```
17
C5H11N (ωB97M-V with the def2-TZVPD basis set)
C -1.6851 1.6759 0.8615
C -1.1399 -1.0478 -1.0200
N -0.0675 -0.8804 -0.3028
C 0.7082 -1.5487 0.7372
C 1.0527 -0.2854 0.0557
C 2.1739 0.3102 -0.7154
H -2.3603 0.9029 1.2416
H -1.6309 2.5029 1.5749
H -2.0597 2.0447 -0.0975
H -1.8584 -1.7970 -0.7158
H -1.3331 -0.3658 -1.8395
H 0.2917 -1.5287 1.7480
H 1.1137 -2.5234 0.4300
H -0.6891 1.2449 0.7284
H 2.8675 0.8203 -0.0395
H 1.7950 1.0562 -1.4221
H 2.7432 -0.4444 -1.2810
```

Results of the natural (NBO) charge analysis, in e, for atoms 1 through 2: -0.86, -0.32

---

No. 3
# C6H12N2

C6H12N2 in the gas phase in a non-equilibrium geometry (ωB97M-V with the def2-TZVPD basis set, the OMol25 dataset).

Summary:
Net charge: 0
E_LUMO in eV: 1.033
SMILES string: C=C1N(C)[C@]1(C)NC
Energy above the lowest of the compared OMol25 structures with the same formula, charge and spin in kJ/mol: 440.0
Orbital gap in eV: 8.4

Geometry as XYZ:
```
20
C6H12N2 (ωB97M-V with the def2-TZVPD basis set)
C -0.6311 1.9354 1.3697
C -0.2782 0.8414 0.7514
N -0.1658 -0.9018 1.1431
C -1.2977 -1.7662 1.3478
C 0.0730 -0.2862 -0.1103
C -0.7188 -0.5575 -1.3704
N 1.4910 0.0272 -0.2481
C 2.0472 0.8719 -1.2779
H -0.2735 2.9067 1.0637
H -1.2897 1.8977 2.2284
H -1.2571 -2.1346 2.3745
H -2.2743 -1.2709 1.2229
H -1.2811 -2.6382 0.6806
H -0.4425 -1.5375 -1.7593
H -1.7871 -0.5442 -1.1601
H -0.5402 0.2096 -2.1222
H 2.0262 -0.3251 0.5367
H 1.8909 0.4277 -2.2647
H 3.1209 0.9795 -1.1284
H 1.5880 1.8651 -1.2775
```

Results of the natural (NBO) charge analysis, in e, for atoms 1 through 2: -0.53, 0.25

---

No. 4
# C20H25N2OSi

2 unconnected molecules or ions with the total composition C20H25N2OSi in a non-equilibrium geometry (ωB97M-V with the def2-TZVPD basis set, the OMol25 dataset).

Summary:
Net charge: +1
E_LUMO in eV: -3.663
Orbital gap in eV: 7.8

Geometry as XYZ:
```
49
C20H25N2OSi (ωB97M-V with the def2-TZVPD basis set)
C 3.0508 2.4930 -5.4637
O 2.1856 1.3387 -5.3072
C 1.9453 0.8131 -4.0675
C 1.0159 -0.2379 -4.0406
C 0.6798 -0.8615 -2.8801
C 1.3067 -0.5155 -1.6684
C 1.1419 -1.3485 -0.4904
C 2.1228 -1.3891 0.5752
C 1.7616 -2.0438 1.7850
C 2.7496 -2.4182 2.7024
C 4.1056 -2.0450 2.5107
C 4.4519 -1.2892 1.3836
C 3.4896 -0.9616 0.4060
C 2.1348 0.6565 -1.6686
C 2.5448 1.2276 -2.8614
H 2.9350 2.7534 -6.5276
H 2.7341 3.3266 -4.8257
H 4.0903 2.2305 -5.2410
H 0.6028 -0.5425 -5.0193
H -0.0454 -1.7012 -2.8931
H 0.5115 -2.3177 -0.6380
H 0.6903 -2.3309 1.9210
H 2.4487 -3.0093 3.5799
H 4.8689 -2.3051 3.2416
H 5.4991 -0.9523 1.2427
H 3.8215 -0.4947 -0.5247
H 2.5027 1.0665 -0.7110
H 3.3345 2.0049 -2.8876
C -3.4654 2.6117 1.8719
Si -3.7273 0.8390 2.3113
C -3.2287 0.5125 4.0588
C -5.5106 0.3732 2.0616
N -2.5571 -0.1069 1.2391
C -1.1120 -0.0648 1.0892
N -0.6952 -0.9107 0.1764
C -1.8323 -1.5326 -0.3201
C -2.9490 -1.0739 0.3136
H -4.0161 3.2232 2.6057
H -2.3940 2.8477 1.9309
H -3.8427 2.8271 0.8617
H -3.7859 1.2171 4.6990
H -3.4715 -0.5174 4.3603
H -2.1509 0.6942 4.1743
H -6.0873 1.0247 2.7425
H -5.8562 0.5654 1.0335
H -5.7190 -0.6731 2.3358
H -0.5065 0.5955 1.6954
H -1.7783 -2.2636 -1.0839
H -3.9947 -1.3347 0.2109
```

Results of the natural (NBO) charge analysis, in e, for atoms 1 through 2: -0.26, -0.48

---

No. 5
# C16H28FeN4SSi

A molecular structure, C16H28FeN4SSi in a non-equilibrium geometry (ωB97M-V with the def2-TZVPD basis set, the OMol25 dataset).

Summary:
Net charge: +1
E_LUMO (spin up / spin down) in eV: -2.679 / -4.100
Spin multiplicity: 6
Orbital gap (spin up / spin down) in eV: 5.7 / 7.2

Geometry as XYZ:
```
51
C16H28FeN4SSi (ωB97M-V with the def2-TZVPD basis set)
Fe 9.4871 4.1963 7.0836
N 5.8485 3.9543 9.1704
C 7.1141 4.0158 8.7759
S 7.3557 4.6348 6.9844
N 8.0552 3.6762 9.6478
N 9.3237 3.7760 8.9037
C 10.3523 4.2273 9.5791
C 11.4210 4.6783 8.7064
C 12.7058 5.3307 9.1666
C 13.7739 5.2988 8.3141
C 13.7307 4.8492 6.9328
C 12.6758 4.4698 6.1146
N 11.3485 4.9016 6.2250
H 5.0528 4.1455 8.5636
H 5.6264 3.6130 10.1384
H 10.3945 4.1512 10.6770
H 12.7289 5.8712 10.1373
H 14.7697 5.5639 8.6908
H 14.7015 4.7513 6.4517
H 12.9434 3.8739 5.2275
C 10.9204 5.5423 7.4999
Si 8.8904 6.3436 7.3276
C 8.6258 7.0884 5.5558
C 7.2891 7.8184 5.4592
C 9.8611 8.0030 5.2865
C 8.4888 6.0542 4.4108
C 8.5375 7.5044 8.9240
C 7.1047 8.0609 8.8304
C 9.5588 8.6537 8.8768
C 8.7592 6.8846 10.3214
H 11.3404 6.5467 7.5369
H 10.9897 5.3713 5.4066
H 11.7335 3.7176 8.2229
H 7.2546 8.7197 6.0759
H 6.4524 7.1496 5.7743
H 7.0523 8.1360 4.4322
H 10.0585 8.7268 6.0824
H 9.7373 8.5468 4.3432
H 10.7718 7.3927 5.2220
H 7.4575 5.6736 4.2880
H 9.1546 5.1862 4.5275
H 8.8101 6.5341 3.4838
H 7.0075 8.8314 8.0564
H 6.8755 8.5725 9.7746
H 6.3096 7.2968 8.7068
H 9.4474 9.3006 7.9861
H 10.5785 8.2441 8.8895
H 9.4699 9.2659 9.7885
H 8.2606 5.9113 10.4728
H 8.3244 7.5849 11.0434
H 9.8204 6.7816 10.5824
```

Results of the natural (NBO) charge analysis, in e, for atoms 1 through 2: 1.15, -0.82

---

No. 6
# C3H4N2O

C3H4N2O in the gas phase (ωB97M-V with the def2-TZVPD basis set, the OMol25 dataset).

Summary:
Net charge: 0
E_LUMO (spin up / spin down) in eV: -1.270 / -1.258
Energy above the lowest of the compared OMol25 structures with the same formula, charge and spin in kJ/mol: 494.5
Orbital gap (spin up / spin down) in eV: 7.6 / 7.6

Geometry as XYZ:
```
10
C3H4N2O (ωB97M-V with the def2-TZVPD basis set)
O -0.7955 1.7542 -0.8758
C -0.4840 0.5176 -0.4138
N 0.8569 0.4323 -0.1184
C 1.3375 -0.4884 0.7639
C 0.7332 -1.6251 0.5125
N -1.3711 -0.4029 -0.2973
H 0.0339 2.2537 -0.9035
H 2.2095 -0.2716 1.3858
H -0.2115 -2.1375 0.4002
H -2.3088 -0.0323 -0.4536
```

Results of the natural (NBO) charge analysis, in e, for atoms 1 through 2: -0.67, 0.67

---

Which formula does entry 2 have?
C5H11N